74
Properties=species:S:1:pos:R:3 method="wB97M-V/def2-TZVPD" e_homo_ev=-10.7 homo_lumo_gap_ev=10.96 multiplicity=1
C -1.32 3.15 2.23
C -0.95 1.86 2.94
O 0.30 1.46 2.26
C 0.43 0.15 1.75
O -0.49 -0.63 1.75
C 1.78 -0.09 1.06
F 1.61 -0.32 -0.27
F 2.56 0.97 1.17
F 2.29 -1.16 1.51
H -1.31 3.14 1.14
H -0.57 3.93 2.39
H -2.23 3.56 2.64
H -1.68 1.06 2.90
H -0.90 2.12 3.99
C -2.06 1.17 -2.75
O -0.70 1.43 -2.77
C 0.04 1.37 -3.89
O -0.35 0.89 -4.97
O 1.22 1.90 -3.63
C 2.16 2.06 -4.73
H -2.43 0.85 -3.72
H -2.50 2.17 -2.81
H -2.34 0.53 -1.92
H 2.66 3.02 -4.61
H 1.79 1.98 -5.76
H 2.90 1.31 -4.49
C 7.62 5.08 -0.01
O 6.27 4.77 -0.33
C 5.30 5.17 0.35
O 5.41 5.79 1.42
O 4.18 4.63 -0.23
C 2.90 4.84 0.27
H 7.75 5.23 1.06
H 7.76 6.04 -0.50
H 8.32 4.30 -0.30
H 2.56 5.85 0.47
H 2.78 4.24 1.18
H 2.22 4.46 -0.49
C -5.53 -3.27 -0.14
O -5.72 -2.49 -1.28
C -5.94 -3.02 -2.50
O -5.90 -4.27 -2.79
O -6.26 -1.96 -3.27
C -6.80 -2.13 -4.59
H -6.18 -2.83 0.62
H -4.51 -3.14 0.22
H -5.96 -4.25 -0.31
H -7.88 -1.96 -4.61
H -6.64 -3.15 -4.95
H -6.29 -1.51 -5.33
C -0.36 -4.03 -2.06
C 0.87 -4.24 -2.72
N 1.83 -4.42 -3.39
H -1.22 -3.93 -2.72
H -0.30 -3.02 -1.64
H -0.56 -4.80 -1.32
C 5.13 1.64 4.72
C 6.07 0.70 4.09
N 6.79 -0.06 3.61
H 4.60 2.30 4.03
H 5.72 2.32 5.33
H 4.50 1.17 5.47
C 4.12 -6.48 -0.05
C 3.27 -7.48 0.54
N 2.57 -8.30 1.03
H 5.08 -6.72 0.41
H 3.61 -5.54 0.18
H 4.23 -6.65 -1.12
C -7.93 -1.41 5.13
C -6.85 -0.49 4.82
N -6.04 0.29 4.56
H -8.28 -1.32 6.17
H -7.41 -2.36 5.13
H -8.76 -1.48 4.43

***

117
Properties=species:S:1:pos:R:3 method="wB97M-V/def2-TZVPD" e_homo_ev=-6.1 homo_lumo_gap_ev=5.06 multiplicity=1
Ca -1.21 0.58 1.23
C -6.71 -0.07 3.47
C -6.06 1.03 2.94
C -4.68 1.09 2.93
C -3.96 0.05 3.50
C -4.59 -1.06 4.04
C -5.97 -1.12 4.01
N -2.54 0.18 3.49
N -1.97 -0.23 4.50
C -0.55 -0.01 4.50
C 0.14 -0.38 5.64
C 1.49 -0.07 5.71
C 2.07 0.62 4.66
C 1.30 0.92 3.55
N 0.01 0.60 3.46
H -7.79 -0.12 3.46
H -6.64 1.85 2.51
H -4.14 1.93 2.48
H -3.99 -1.86 4.45
H -6.48 -1.99 4.40
H -0.39 -0.89 6.43
H 2.07 -0.34 6.58
H 3.11 0.90 4.68
H 1.72 1.45 2.70
C -1.62 -2.87 -1.95
Si -0.01 -3.31 -1.06
C 1.33 -2.33 -1.99
C 0.28 -5.11 -1.58
C -0.06 -3.06 0.76
Si 1.38 -3.74 1.64
C 1.78 -2.84 3.27
C 1.27 -5.57 2.13
C 3.00 -3.69 0.66
Si -1.62 -3.57 1.49
C -2.23 -5.33 1.07
C -1.68 -3.56 3.38
C -3.12 -2.50 0.92
C -4.37 -3.09 0.72
C -5.45 -2.36 0.27
C -5.27 -1.01 0.00
C -4.01 -0.47 0.22
N -2.97 -1.18 0.67
H -1.45 -3.00 -3.02
H -1.91 -1.83 -1.78
H -2.46 -3.50 -1.67
H 1.86 -2.99 -2.68
H 2.08 -1.88 -1.34
H 0.87 -1.53 -2.58
H 0.30 -5.19 -2.67
H -0.51 -5.76 -1.21
H 1.23 -5.51 -1.21
H 0.89 -2.35 3.67
H 2.55 -2.08 3.13
H 2.15 -3.53 4.03
H 0.43 -5.80 2.79
H 2.18 -5.88 2.64
H 1.16 -6.20 1.24
H 3.35 -2.67 0.46
H 2.93 -4.20 -0.30
H 3.78 -4.19 1.24
H -1.42 -6.03 1.25
H -2.53 -5.43 0.03
H -3.07 -5.64 1.70
H -0.92 -4.22 3.79
H -2.65 -3.92 3.72
H -1.52 -2.57 3.82
H -4.49 -4.15 0.92
H -6.41 -2.83 0.12
H -6.07 -0.38 -0.36
H -3.84 0.58 0.04
N -1.64 1.29 -2.59
C -1.64 0.78 -1.55
H -1.23 1.71 -3.42
C 7.89 4.96 -5.47
C 6.46 4.57 -5.23
C 5.47 5.53 -5.06
C 4.15 5.16 -4.81
C 3.80 3.82 -4.76
N 2.45 3.46 -4.55
C 1.94 2.63 -3.57
O 0.75 2.34 -3.57
N 2.85 2.21 -2.64
C 2.60 1.38 -1.53
C 3.68 0.82 -0.86
C 3.43 0.01 0.24
C 2.12 -0.23 0.61
N 1.08 0.33 -0.02
C 1.33 1.13 -1.05
C 4.78 2.85 -4.96
C 6.09 3.23 -5.17
H 8.00 6.04 -5.55
H 8.27 4.52 -6.40
H 8.54 4.61 -4.66
H 5.73 6.58 -5.10
H 3.39 5.92 -4.65
H 1.73 3.87 -5.12
H 3.80 2.51 -2.77
H 4.70 1.01 -1.19
H 4.24 -0.45 0.78
H 1.88 -0.91 1.41
H 0.49 1.61 -1.52
H 4.49 1.81 -4.97
H 6.84 2.46 -5.32
Br 1.18 4.85 -0.84
C -0.68 5.02 -1.20
C -1.01 5.99 -2.13
C -2.34 6.21 -2.48
C -3.33 5.44 -1.89
C -2.99 4.48 -0.96
C -1.66 4.24 -0.60
C -1.41 3.12 0.38
O -2.44 2.51 0.83
O -0.25 2.77 0.69
H -0.23 6.58 -2.58
H -2.58 6.97 -3.20
H -4.37 5.60 -2.15
H -3.74 3.86 -0.49

***

18
Properties=species:S:1:pos:R:3 method="wB97M-V/def2-TZVPD" charge=-1 e_homo_ev="-1.1 / -1.1" homo_lumo_gap_ev="2.73 / 3.22" multiplicity=2
H -4.63 0.27 -2.30
O 1.35 -0.39 0.33
Cs 1.88 -3.83 5.03
O 0.05 -1.25 1.89
C 0.19 -0.56 0.89
O -0.80 0.06 0.28
C -2.11 -0.07 0.72
C 1.48 0.44 -0.85
C 2.93 0.47 -1.25
H 0.85 0.01 -1.64
H 1.10 1.44 -0.62
H 3.30 -0.54 -1.48
H 3.02 1.08 -2.16
H 3.55 0.92 -0.47
C -3.04 0.71 0.17
H -2.30 -0.97 1.30
H -4.06 0.63 0.55
H -2.77 1.60 -0.39

***

What did the second record say?
117
Properties=species:S:1:pos:R:3 method="wB97M-V/def2-TZVPD" e_homo_ev=-6.1 homo_lumo_gap_ev=5.06 multiplicity=1
Ca -1.21 0.58 1.23
C -6.71 -0.07 3.47
C -6.06 1.03 2.94
C -4.68 1.09 2.93
C -3.96 0.05 3.50
C -4.59 -1.06 4.04
C -5.97 -1.12 4.01
N -2.54 0.18 3.49
N -1.97 -0.23 4.50
C -0.55 -0.01 4.50
C 0.14 -0.38 5.64
C 1.49 -0.07 5.71
C 2.07 0.62 4.66
C 1.30 0.92 3.55
N 0.01 0.60 3.46
H -7.79 -0.12 3.46
H -6.64 1.85 2.51
H -4.14 1.93 2.48
H -3.99 -1.86 4.45
H -6.48 -1.99 4.40
H -0.39 -0.89 6.43
H 2.07 -0.34 6.58
H 3.11 0.90 4.68
H 1.72 1.45 2.70
C -1.62 -2.87 -1.95
Si -0.01 -3.31 -1.06
C 1.33 -2.33 -1.99
C 0.28 -5.11 -1.58
C -0.06 -3.06 0.76
Si 1.38 -3.74 1.64
C 1.78 -2.84 3.27
C 1.27 -5.57 2.13
C 3.00 -3.69 0.66
Si -1.62 -3.57 1.49
C -2.23 -5.33 1.07
C -1.68 -3.56 3.38
C -3.12 -2.50 0.92
C -4.37 -3.09 0.72
C -5.45 -2.36 0.27
C -5.27 -1.01 0.00
C -4.01 -0.47 0.22
N -2.97 -1.18 0.67
H -1.45 -3.00 -3.02
H -1.91 -1.83 -1.78
H -2.46 -3.50 -1.67
H 1.86 -2.99 -2.68
H 2.08 -1.88 -1.34
H 0.87 -1.53 -2.58
H 0.30 -5.19 -2.67
H -0.51 -5.76 -1.21
H 1.23 -5.51 -1.21
H 0.89 -2.35 3.67
H 2.55 -2.08 3.13
H 2.15 -3.53 4.03
H 0.43 -5.80 2.79
H 2.18 -5.88 2.64
H 1.16 -6.20 1.24
H 3.35 -2.67 0.46
H 2.93 -4.20 -0.30
H 3.78 -4.19 1.24
H -1.42 -6.03 1.25
H -2.53 -5.43 0.03
H -3.07 -5.64 1.70
H -0.92 -4.22 3.79
H -2.65 -3.92 3.72
H -1.52 -2.57 3.82
H -4.49 -4.15 0.92
H -6.41 -2.83 0.12
H -6.07 -0.38 -0.36
H -3.84 0.58 0.04
N -1.64 1.29 -2.59
C -1.64 0.78 -1.55
H -1.23 1.71 -3.42
C 7.89 4.96 -5.47
C 6.46 4.57 -5.23
C 5.47 5.53 -5.06
C 4.15 5.16 -4.81
C 3.80 3.82 -4.76
N 2.45 3.46 -4.55
C 1.94 2.63 -3.57
O 0.75 2.34 -3.57
N 2.85 2.21 -2.64
C 2.60 1.38 -1.53
C 3.68 0.82 -0.86
C 3.43 0.01 0.24
C 2.12 -0.23 0.61
N 1.08 0.33 -0.02
C 1.33 1.13 -1.05
C 4.78 2.85 -4.96
C 6.09 3.23 -5.17
H 8.00 6.04 -5.55
H 8.27 4.52 -6.40
H 8.54 4.61 -4.66
H 5.73 6.58 -5.10
H 3.39 5.92 -4.65
H 1.73 3.87 -5.12
H 3.80 2.51 -2.77
H 4.70 1.01 -1.19
H 4.24 -0.45 0.78
H 1.88 -0.91 1.41
H 0.49 1.61 -1.52
H 4.49 1.81 -4.97
H 6.84 2.46 -5.32
Br 1.18 4.85 -0.84
C -0.68 5.02 -1.20
C -1.01 5.99 -2.13
C -2.34 6.21 -2.48
C -3.33 5.44 -1.89
C -2.99 4.48 -0.96
C -1.66 4.24 -0.60
C -1.41 3.12 0.38
O -2.44 2.51 0.83
O -0.25 2.77 0.69
H -0.23 6.58 -2.58
H -2.58 6.97 -3.20
H -4.37 5.60 -2.15
H -3.74 3.86 -0.49